[1]
The following is a DFT calculation (wB97M-V/def2-TZVPD) of a cluster of 9 separate species, C27H54N6O15 in total in a non-equilibrium geometry.

```
102
Properties=species:S:1:pos:R:3
O 2.538 6.638 -2.023
C 1.725 5.714 -1.775
O 1.797 4.884 -0.753
C 0.654 4.022 -0.800
C -0.204 4.713 -1.838
O 0.732 5.488 -2.524
H 0.788 3.013 -1.189
H 0.266 4.169 0.208
H -0.909 5.369 -1.328
H -0.712 3.985 -2.470
O 1.427 -6.822 -1.791
C 0.901 -6.025 -2.537
O 1.488 -5.513 -3.649
C 0.710 -4.445 -4.161
C -0.614 -4.537 -3.421
O -0.290 -5.464 -2.346
H 1.060 -3.434 -3.949
H 0.735 -4.809 -5.188
H -1.439 -4.989 -3.971
H -0.957 -3.576 -3.039
O 1.631 -3.243 3.148
C 0.970 -4.131 2.649
O 0.134 -4.870 3.332
C -0.966 -5.260 2.525
C -0.205 -5.271 1.195
O 0.885 -4.410 1.441
H -1.299 -6.245 2.854
H -1.697 -4.453 2.566
H -0.889 -4.879 0.442
H 0.179 -6.245 0.891
C 4.686 -3.240 -4.463
N 4.454 -2.541 -3.217
C 4.160 -1.250 -2.991
C 3.806 -0.763 -1.624
O 4.016 -0.467 -3.935
H 5.681 -3.684 -4.494
H 4.546 -2.485 -5.237
H 3.942 -3.985 -4.748
H 4.301 -3.116 -2.400
H 3.135 0.095 -1.580
H 4.812 -0.573 -1.249
H 3.366 -1.555 -1.018
C -1.439 -1.535 4.992
N -2.854 -1.650 5.294
C -3.778 -1.374 4.345
C -5.155 -1.765 4.698
O -3.626 -0.898 3.164
H -1.288 -0.455 4.968
H -1.058 -2.107 4.146
H -0.785 -1.913 5.777
H -3.044 -1.814 6.272
H -5.829 -1.333 3.958
H -5.301 -1.293 5.670
H -5.280 -2.844 4.790
C 0.596 0.638 -4.225
N -0.132 1.637 -5.051
C -0.237 1.646 -6.366
C -0.873 2.922 -7.045
O 0.255 0.801 -7.094
H 1.118 1.177 -3.434
H 1.412 0.232 -4.822
H 0.015 -0.235 -3.927
H -0.680 2.239 -4.454
H -1.238 2.911 -8.072
H -0.230 3.802 -7.025
H -1.600 3.370 -6.368
C -0.130 -0.304 2.013
N -0.180 -0.916 0.687
C 0.506 -0.418 -0.405
C 0.463 -1.356 -1.582
O 1.203 0.559 -0.332
H -1.120 -0.081 2.410
H 0.559 0.521 2.196
H 0.195 -1.074 2.714
H -0.618 -1.822 0.598
H -0.476 -1.094 -2.070
H 0.319 -2.351 -1.161
H 1.355 -1.206 -2.191
C 0.190 3.106 3.661
N 1.394 3.158 4.455
C 1.922 2.097 5.114
C 3.293 2.257 5.710
O 1.231 1.072 5.224
H 0.495 3.317 2.636
H -0.564 3.741 4.126
H -0.240 2.113 3.537
H 1.843 4.061 4.509
H 4.130 1.944 5.085
H 3.527 1.752 6.647
H 3.435 3.337 5.687
C -3.641 2.495 2.143
N -3.881 3.722 1.413
C -2.865 4.628 1.199
C -3.286 5.860 0.329
O -1.765 4.517 1.655
H -3.853 1.606 1.549
H -4.365 2.310 2.936
H -2.620 2.422 2.519
H -4.621 3.876 0.743
H -4.014 6.432 0.905
H -3.819 5.439 -0.523
H -2.314 6.312 0.130
```

The value obtained for the highest occupied orbital energy is -9.33 eV. The HOMO-LUMO gap comes out at 9.318 eV. As for the spin multiplicity: 1. Its structure (SMILES) is O=C1OCCO1.O=C1OCCO1.O=C1OCCO1.CNC(C)=O.CNC(C)=O.CNC(C)=O.CNC(C)=O.CNC(C)=O.CNC(C)=O. The LUMO energy comes out at -0.0127 eV.

Atom charges from the Löwdin analysis, given in e for atoms 1 to 99: atom 1 (O): 0.088, atom 2 (C): -0.618, atom 3 (O): 0.098, atom 4 (C): -0.085, atom 5 (C): -0.113, atom 6 (O): 0.115, atom 7 (H): 0.116, atom 8 (H): 0.115, atom 9 (H): 0.114, atom 10 (H): 0.127, atom 11 (O): 0.137, atom 12 (C): -0.561, atom 13 (O): 0.048, atom 14 (C): -0.115, atom 15 (C): -0.081, atom 16 (O): 0.050, atom 17 (H): 0.123, atom 18 (H): 0.144, atom 19 (H): 0.131, atom 20 (H): 0.113, atom 21 (O): 0.138, atom 22 (C): -0.695, atom 23 (O): 0.061, atom 24 (C): -0.078, atom 25 (C): -0.094, atom 26 (O): 0.119, atom 27 (H): 0.140, atom 28 (H): 0.131, atom 29 (H): 0.125, atom 30 (H): 0.138, atom 31 (C): -0.061, atom 32 (N): 0.005, atom 33 (C): -0.560, atom 34 (C): -0.007, atom 35 (O): 0.015, atom 36 (H): 0.084, atom 37 (H): 0.085, atom 38 (H): 0.071, atom 39 (H): 0.131, atom 40 (H): 0.071, atom 41 (H): 0.099, atom 42 (H): 0.079, atom 43 (C): -0.062, atom 44 (N): 0.013, atom 45 (C): -0.524, atom 46 (C): -0.024, atom 47 (O): -0.024, atom 48 (H): 0.088, atom 49 (H): 0.067, atom 50 (H): 0.096, atom 51 (H): 0.144, atom 52 (H): 0.086, atom 53 (H): 0.083, atom 54 (H): 0.088, atom 55 (C): -0.042, atom 56 (N): 0.015, atom 57 (C): -0.549, atom 58 (C): -0.003, atom 59 (O): 0.036, atom 60 (H): 0.085, atom 61 (H): 0.081, atom 62 (H): 0.058, atom 63 (H): 0.119, atom 64 (H): 0.076, atom 65 (H): 0.070, atom 66 (H): 0.054, atom 67 (C): -0.057, atom 68 (N): 0.032, atom 69 (C): -0.539, atom 70 (C): -0.012, atom 71 (O): 0.049, atom 72 (H): 0.060, atom 73 (H): 0.081, atom 74 (H): 0.056, atom 75 (H): 0.119, atom 76 (H): 0.080, atom 77 (H): 0.074, atom 78 (H): 0.066, atom 79 (C): -0.077, atom 80 (N): -0.001, atom 81 (C): -0.524, atom 82 (C): 0.000, atom 83 (O): 0.002, atom 84 (H): 0.078, atom 85 (H): 0.090, atom 86 (H): 0.056, atom 87 (H): 0.132, atom 88 (H): 0.084, atom 89 (H): 0.087, atom 90 (H): 0.069, atom 91 (C): -0.070, atom 92 (N): 0.005, atom 93 (C): -0.541, atom 94 (C): 0.008, atom 95 (O): 0.046, atom 96 (H): 0.077, atom 97 (H): 0.078, atom 98 (H): 0.074, atom 99 (H): 0.125

***

[2]
The following is a DFT calculation (wB97M-V/def2-TZVPD) of a structure of composition C27H56BFIN4O6PS in a non-equilibrium geometry.

```
98
Properties=species:S:1:pos:R:3
C -7.020 0.188 3.519
C -7.513 1.388 2.689
C -6.677 1.608 1.425
C -5.286 2.179 1.719
C -4.601 2.737 0.452
C -3.232 2.082 0.247
C -2.437 2.684 -0.910
C -1.479 3.823 -0.526
C -0.452 3.475 0.547
C 0.840 2.902 -0.035
C 1.732 2.393 1.098
C 3.122 1.930 0.606
C 3.381 0.420 0.592
F 3.937 0.180 -0.669
N 2.229 -0.418 0.810
C 1.377 -0.592 -0.412
C 1.553 -1.903 -1.183
C 0.302 -2.817 -1.173
C -0.356 -2.705 -2.527
O -0.735 -1.368 -2.669
C -0.993 -1.021 -4.055
C 2.598 -1.485 1.557
N 1.810 -2.339 2.139
C 0.344 -2.283 2.094
C -0.193 -2.052 3.510
C 0.209 -3.087 4.537
N 0.239 -4.436 4.159
O 0.429 -2.747 5.701
N 3.975 -1.530 1.741
P 4.881 -2.905 1.307
O 3.827 -4.045 1.719
O 6.079 -3.039 2.338
S 5.485 -3.086 -0.491
C 4.447 -0.120 1.596
I 6.477 0.247 1.042
B 4.330 0.400 3.139
C 3.069 1.122 3.732
O 5.410 0.184 3.964
H -7.259 0.343 4.567
H -7.544 -0.708 3.199
H -5.955 0.045 3.374
H -8.520 1.151 2.346
H -7.572 2.296 3.283
H -7.210 2.299 0.775
H -6.568 0.630 0.958
H -4.677 1.362 2.103
H -5.356 2.930 2.503
H -5.235 2.490 -0.396
H -4.499 3.817 0.522
H -3.417 1.030 0.028
H -2.709 2.125 1.201
H -1.866 1.926 -1.443
H -3.157 3.099 -1.613
H -0.922 4.075 -1.430
H -2.040 4.723 -0.280
H -0.192 4.387 1.084
H -0.836 2.786 1.298
H 1.358 3.722 -0.528
H 0.624 2.098 -0.735
H 1.882 3.238 1.769
H 1.209 1.638 1.675
H 3.227 2.257 -0.423
H 3.901 2.438 1.169
H 1.574 0.239 -1.075
H 0.333 -0.479 -0.135
H 2.461 -2.444 -0.926
H 1.669 -1.601 -2.219
H -0.445 -2.487 -0.457
H 0.598 -3.854 -1.028
H 0.316 -3.025 -3.330
H -1.241 -3.354 -2.579
H -1.426 -1.874 -4.572
H -0.065 -0.731 -4.544
H -1.670 -0.179 -4.081
H 2.216 -3.086 2.674
H -0.007 -1.482 1.467
H -0.014 -3.242 1.731
H 0.111 -1.064 3.838
H -1.281 -2.039 3.457
H 0.639 -4.597 3.245
H 0.763 -4.936 4.866
H 4.132 -4.856 1.291
H 5.885 -2.638 3.196
H 2.135 0.692 3.384
H 3.120 1.115 4.817
H 3.121 2.165 3.426
H 5.217 -0.409 4.692
C 2.357 0.481 -7.164
C 0.978 -0.199 -7.315
C 0.433 0.145 -8.717
O 0.125 0.234 -6.352
H 2.257 1.566 -7.233
H 2.797 0.235 -6.194
H 3.066 0.156 -7.943
H 1.189 -1.304 -7.338
H 0.293 1.224 -8.818
H -0.530 -0.344 -8.881
H 1.114 -0.185 -9.518
```

The value obtained for the highest occupied orbital energy is -4.45 eV. The HOMO-LUMO gap comes out at 2.913 eV. As for the spin multiplicity: 1. The LUMO energy comes out at -1.5329 eV.

Charges computed using Löwdin, reported in e: atom 1 (C): -0.104, atom 2 (C): -0.266, atom 3 (C): -0.231, atom 4 (C): -0.214, atom 5 (C): -0.202, atom 6 (C): -0.221, atom 7 (C): -0.191, atom 8 (C): -0.197, atom 9 (C): -0.211, atom 10 (C): -0.198, atom 11 (C): -0.199, atom 12 (C): -0.070, atom 13 (C): -0.440, atom 14 (F): -0.012, atom 15 (N): 0.087, atom 16 (C): -0.085, atom 17 (C): -0.130, atom 18 (C): -0.169, atom 19 (C): -0.287, atom 20 (O): -0.215, atom 21 (C): -0.065, atom 22 (C): -0.290, atom 23 (N): 0.173, atom 24 (C): -0.122, atom 25 (C): -0.072, atom 26 (C): -0.506, atom 27 (N): 0.161, atom 28 (O): 0.060, atom 29 (N): -0.086, atom 30 (P): 0.105, atom 31 (O): -0.193, atom 32 (O): -0.178, atom 33 (S): 0.386, atom 34 (C): -0.614, atom 35 (I): 1.142, atom 36 (B): -0.587, atom 37 (C): 0.037, atom 38 (O): 0.076, atom 39 (H): 0.065, atom 40 (H): 0.067, atom 41 (H): 0.055, atom 42 (H): 0.097, atom 43 (H): 0.099, atom 44 (H): 0.108, atom 45 (H): 0.117, atom 46 (H): 0.090, atom 47 (H): 0.112, atom 48 (H): 0.107, atom 49 (H): 0.112, atom 50 (H): 0.113, atom 51 (H): 0.089, atom 52 (H): 0.104, atom 53 (H): 0.112, atom 54 (H): 0.113, atom 55 (H): 0.106, atom 56 (H): 0.114, atom 57 (H): 0.093, atom 58 (H): 0.125, atom 59 (H): 0.105, atom 60 (H): 0.114, atom 61 (H): 0.092, atom 62 (H): 0.131, atom 63 (H): 0.116, atom 64 (H): 0.126, atom 65 (H): 0.112, atom 66 (H): 0.085, atom 67 (H): 0.124, atom 68 (H): 0.090, atom 69 (H): 0.113, atom 70 (H): 0.133, atom 71 (H): 0.125, atom 72 (H): 0.085, atom 73 (H): 0.054, atom 74 (H): 0.082, atom 75 (H): 0.134, atom 76 (H): 0.106, atom 77 (H): 0.124, atom 78 (H): 0.121, atom 79 (H): 0.141, atom 80 (H): 0.077, atom 81 (H): 0.111, atom 82 (H): 0.087, atom 83 (H): 0.081, atom 84 (H): 0.054, atom 85 (H): 0.079, atom 86 (H): 0.082, atom 87 (H): 0.112, atom 88 (C): -0.124, atom 89 (C): -0.713, atom 90 (C): -0.122, atom 91 (O): -0.330, atom 92 (H): 0.057, atom 93 (H): 0.046, atom 94 (H): 0.051, atom 95 (H): 0.101, atom 96 (H): 0.059, atom 97 (H): 0.053, atom 98 (H): 0.052